Record 1
Formula: H2N2O2
Source: OMol25
Level of theory: ωB97M-V/def2-TZVPD

CARTESIAN COORDINATES (ANGSTROEM)
O (0.3722, 0.1891, -2.1364)
O (1.5699, -0.3550, 0.4154)
N (1.4200, 0.5464, -2.5278)
N (0.4542, 0.0383, -0.0431)
H (-0.4277, -0.4976, 0.3419)
H (0.1907, 1.0431, -0.0678)

## Properties
Molecular weight, g/mol: 62.03
Highest occupied orbital energy (alpha / beta), eV: -8.90 / -8.74
Multiplicity: 1
Energy above the lowest of the compared OMol25 structures with the same formula, charge and spin, kJ/mol: 362.45
Max |F|, eV Å⁻¹: 4.71
Kohn-Sham gap (alpha / beta), Ha: 0.330 / 0.298

=====

Record 2
Formula: H2N2O2
Source: OMol25
Level of theory: ωB97M-V/def2-TZVPD

CARTESIAN COORDINATES (ANGSTROEM)
O (2.3915, 0.1808, 0.0518)
O (0.1303, -0.7768, 0.0350)
N (1.3263, 0.5891, -0.0674)
N (-1.1218, -0.3386, -0.0366)
H (-1.2825, 0.2830, -0.8262)
H (-1.4437, 0.0625, 0.8434)

## Properties
Molecular weight, g/mol: 62.03
Highest occupied orbital energy (alpha / beta), eV: -8.45 / -8.44
Multiplicity: 1
Energy above the lowest of the compared OMol25 structures with the same formula, charge and spin, kJ/mol: 277.17
Max |F|, eV Å⁻¹: 2.67
Kohn-Sham gap (alpha / beta), Ha: 0.289 / 0.289

=====

Record 3
Formula: H2N2O3S
Source: OMol25
Level of theory: ωB97M-V/def2-TZVPD

CARTESIAN COORDINATES (ANGSTROEM)
S (-2.4200, -0.9510, -1.2546)
O (3.2562, 2.3271, 0.3587)
O (-2.9210, -2.2968, -1.3774)
O (1.4515, 1.5454, 1.1855)
N (-1.8448, -0.5350, 0.1067)
N (2.3453, 1.6284, 0.1059)
H (-1.7639, -1.3117, 0.7047)
H (0.6578, 1.2854, 0.7955)

## Properties
Molecular weight, g/mol: 110.09
Highest occupied orbital energy, eV: -10.66
Multiplicity: 1
Energy above the lowest of the compared OMol25 structures with the same formula, charge and spin, kJ/mol: 132.69
Max |F|, eV Å⁻¹: 2.97
Kohn-Sham gap, Ha: 0.355

=====

Record 4
Formula: H2N2O3S
Source: OMol25
Level of theory: ωB97M-V/def2-TZVPD

CARTESIAN COORDINATES (ANGSTROEM)
S (0.2773, -0.8706, -1.6406)
O (1.5388, 0.7792, 0.5123)
O (-0.4899, 0.0667, 1.8231)
O (-1.6212, -1.1877, 0.4959)
N (-0.0040, -0.0102, -0.3309)
N (-0.7278, -0.4304, 0.7707)
H (-0.1270, 0.0824, -2.5225)
H (1.1537, 1.5707, 0.8921)

## Properties
Molecular weight, g/mol: 110.09
Highest occupied orbital energy (alpha / beta), eV: -10.63 / -10.44
Multiplicity: 1
Energy above the lowest of the compared OMol25 structures with the same formula, charge and spin, kJ/mol: 495.08
Max |F|, eV Å⁻¹: 4.83
Kohn-Sham gap (alpha / beta), Ha: 0.323 / 0.327

=====

Record 5
Formula: H2N2O3S
Source: OMol25
Level of theory: ωB97M-V/def2-TZVPD

CARTESIAN COORDINATES (ANGSTROEM)
S (-0.2357, 0.8087, -0.4412)
O (-0.6165, -1.7782, -0.2970)
O (-2.2003, -0.5856, 0.7184)
O (-0.6737, 1.7757, 0.5531)
N (1.2611, 0.1436, -0.0907)
N (-1.2023, -0.7727, 0.0710)
H (1.6965, -0.2740, -0.8689)
H (1.9710, 0.6824, 0.3552)

## Properties
Molecular weight, g/mol: 110.09
Highest occupied orbital energy, eV: -9.83
Multiplicity: 1
Energy above the lowest of the compared OMol25 structures with the same formula, charge and spin, kJ/mol: 160.55
Max |F|, eV Å⁻¹: 1.58
Kohn-Sham gap, Ha: 0.361

=====

Record 6
Formula: H2N2O6S2
Source: OMol25
Level of theory: ωB97M-V/def2-TZVPD

CARTESIAN COORDINATES (ANGSTROEM)
S (-0.5872, -0.4241, -0.4328)
S (1.6885, 0.1232, 0.5902)
O (1.0679, -0.0951, 1.9217)
O (1.2175, 1.7346, -1.1231)
O (3.1051, 0.3920, 0.7026)
O (1.3721, -0.8622, -0.5161)
O (-3.0796, 0.8785, 0.3186)
O (-0.9268, -0.2326, -1.8469)
N (-1.0627, -1.8170, 0.0240)
N (0.7343, 1.3898, -0.0119)
H (-0.6594, -2.0602, 1.0231)
H (-2.8698, 0.9729, -0.6495)

## Properties
Molecular weight, g/mol: 190.16
Highest occupied orbital energy (alpha / beta), eV: 0.33 / 0.49
Multiplicity: 3
Net charge: -2
Max |F|, eV Å⁻¹: 5.74
Kohn-Sham gap (alpha / beta), Ha: 0.205 / 0.171

=====

Record 7
Formula: H2N2P2
Source: OMol25
Level of theory: ωB97M-V/def2-TZVPD

CARTESIAN COORDINATES (ANGSTROEM)
P (-1.9885, 0.2967, 0.1356)
P (2.1956, -0.4132, 0.2872)
N (-0.8030, -0.6610, 0.0027)
N (2.4099, 0.9227, -0.2789)
H (-1.2010, 1.4785, 0.1188)
H (-0.6131, -1.6237, -0.2653)

## Properties
Molecular weight, g/mol: 91.98
Highest occupied orbital energy, eV: -9.07
SMILES: [H]/N=P/[H].N#P
Multiplicity: 1
Energy above the lowest of the compared OMol25 structures with the same formula, charge and spin, kJ/mol: 205.30
Max |F|, eV Å⁻¹: 2.00
Kohn-Sham gap, Ha: 0.312

=====

Record 8
Formula: H2N2P2S3
Source: OMol25
Level of theory: ωB97M-V/def2-TZVPD

CARTESIAN COORDINATES (ANGSTROEM)
S (-1.9831, -0.5347, -0.5080)
S (2.1026, -2.1491, 0.4292)
S (1.9926, 2.5510, 0.0656)
P (0.7229, -1.4455, -0.6830)
P (0.7395, 1.1221, 0.2871)
N (-0.8128, -1.5688, 0.1422)
N (-0.6894, 1.5494, -0.2106)
H (-1.0126, -1.9459, 1.1516)
H (-1.0596, 2.4216, -0.6740)

## Properties
Molecular weight, g/mol: 188.18
Highest occupied orbital energy (alpha / beta), eV: -8.64 / -8.64
Multiplicity: 1
Energy above the lowest of the compared OMol25 structures with the same formula, charge and spin, kJ/mol: 194.70
Max |F|, eV Å⁻¹: 3.01
Kohn-Sham gap (alpha / beta), Ha: 0.220 / 0.220

=====

Record 9
Formula: H2N3O2
Source: OMol25
Level of theory: ωB97M-V/def2-TZVPD

CARTESIAN COORDINATES (ANGSTROEM)
O (0.5493, -1.3544, 0.7014)
O (-0.9927, -2.0890, -0.6729)
N (-0.3471, -1.1461, -0.1250)
N (-0.7252, -0.0536, -0.5904)
N (0.1685, 1.5622, 0.4528)
H (1.0037, 1.0070, 0.6455)
H (0.3435, 2.0740, -0.4114)

## Properties
Molecular weight, g/mol: 76.03
Highest occupied orbital energy (alpha / beta), eV: -4.08 / -4.08
Multiplicity: 1
Energy above the lowest of the compared OMol25 structures with the same formula, charge and spin, kJ/mol: 338.46
Net charge: -1
Max |F|, eV Å⁻¹: 4.53
Kohn-Sham gap (alpha / beta), Ha: 0.316 / 0.316

=====

Record 10
Formula: H2N3PS
Source: OMol25
Level of theory: ωB97M-V/def2-TZVPD

CARTESIAN COORDINATES (ANGSTROEM)
S (2.5743, -0.0255, 0.1982)
P (-0.2473, 1.5312, 0.3910)
N (-2.0847, -0.4859, 0.0228)
N (-0.7416, 0.0481, 0.3706)
N (-0.9252, -1.1620, 0.5574)
H (-2.0619, -0.5669, -0.9503)
H (3.4865, 0.6610, -0.5897)

## Properties
Molecular weight, g/mol: 107.08
Highest occupied orbital energy (alpha / beta), eV: -8.87 / -8.90
Multiplicity: 1
Energy above the lowest of the compared OMol25 structures with the same formula, charge and spin, kJ/mol: 464.74
Max |F|, eV Å⁻¹: 3.19
Kohn-Sham gap (alpha / beta), Ha: 0.223 / 0.224

=====

Record 11
Formula: H2N4O2
Source: OMol25
Level of theory: ωB97M-V/def2-TZVPD

CARTESIAN COORDINATES (ANGSTROEM)
O (0.1256, 0.6376, 0.9575)
O (2.0314, 1.3629, -1.0385)
N (1.2610, 0.4073, -1.1081)
N (-0.9505, -1.1106, -0.6673)
N (-1.6524, -1.4578, 0.1451)
N (0.5309, -0.0560, -0.2287)
H (-1.7894, -1.3607, 1.2052)
H (0.4433, 1.5774, 0.7348)

## Properties
Molecular weight, g/mol: 90.04
Highest occupied orbital energy (alpha / beta), eV: -8.61 / -8.61
Multiplicity: 1
Energy above the lowest of the compared OMol25 structures with the same formula, charge and spin, kJ/mol: 465.20
Max |F|, eV Å⁻¹: 3.79
Kohn-Sham gap (alpha / beta), Ha: 0.294 / 0.294

=====

Record 12
Formula: H2NO2S
Source: OMol25
Level of theory: ωB97M-V/def2-TZVPD

CARTESIAN COORDINATES (ANGSTROEM)
S (-0.7642, 0.1217, 0.1499)
O (-1.2287, 1.1841, -0.7479)
O (-1.8939, -0.4721, 0.8921)
N (2.3619, -0.9342, -0.5887)
H (1.4669, -0.9330, -1.1157)
H (0.0580, 1.0336, 1.4104)

## Properties
Molecular weight, g/mol: 80.09
Highest occupied orbital energy (alpha / beta), eV: -3.13 / -3.11
Multiplicity: 3
Energy above the lowest of the compared OMol25 structures with the same formula, charge and spin, kJ/mol: 98.02
Net charge: -1
Max |F|, eV Å⁻¹: 1.92
Kohn-Sham gap (alpha / beta), Ha: 0.278 / 0.223

=====

Record 13
Formula: H2NO3S2
Source: OMol25
Level of theory: ωB97M-V/def2-TZVPD

CARTESIAN COORDINATES (ANGSTROEM)
S (-2.2162, -0.3827, 0.1343)
S (1.9525, -1.1323, -0.1901)
O (-2.9275, -1.5438, -0.4305)
O (-2.9463, 0.1157, 1.2982)
O (-1.7259, 0.7255, -0.7201)
N (0.1844, -0.7836, -0.1426)
H (-0.0773, 0.1770, -0.3835)
H (-0.1463, -1.3277, -0.9229)

## Properties
Molecular weight, g/mol: 128.15
Highest occupied orbital energy (alpha / beta), eV: -3.63 / -5.08
Multiplicity: 1
Energy above the lowest of the compared OMol25 structures with the same formula, charge and spin, kJ/mol: 202.00
Net charge: -1
Max |F|, eV Å⁻¹: 3.03
Kohn-Sham gap (alpha / beta), Ha: 0.208 / 0.300

=====

Record 14
Formula: H2NO4P
Source: OMol25
Level of theory: ωB97M-V/def2-TZVPD

CARTESIAN COORDINATES (ANGSTROEM)
P (0.2428, 0.6828, 1.0849)
O (-0.7583, -0.3756, 1.6136)
O (0.7920, -1.6225, -0.0780)
O (1.8277, 0.0215, -1.0872)
O (-0.9862, 0.8935, -1.0090)
N (1.0985, -0.4463, -0.2359)
H (-1.0258, 1.8802, -1.3176)
H (-1.1907, -1.0336, 1.0293)

## Properties
Molecular weight, g/mol: 110.99
Highest occupied orbital energy (alpha / beta), eV: -10.36 / -10.36
Multiplicity: 1
Energy above the lowest of the compared OMol25 structures with the same formula, charge and spin, kJ/mol: 434.73
Max |F|, eV Å⁻¹: 4.72
Kohn-Sham gap (alpha / beta), Ha: 0.314 / 0.314

=====

Record 15
Formula: H2NO4P
Source: OMol25
Level of theory: ωB97M-V/def2-TZVPD

CARTESIAN COORDINATES (ANGSTROEM)
P (-1.8904, 0.9047, -0.3039)
O (0.3381, -0.7760, 1.0650)
O (1.5434, -0.3980, 0.3696)
O (-0.5372, -1.4940, 0.1988)
O (1.2866, 0.7024, -0.4166)
N (-1.4246, -0.6187, -0.4041)
H (1.6967, 0.4638, -1.2329)
H (-1.0126, 1.2160, 0.7241)

## Properties
Molecular weight, g/mol: 110.99
Highest occupied orbital energy, eV: -9.99
SMILES: [H]/P=N\OOOO
Multiplicity: 1
Energy above the lowest of the compared OMol25 structures with the same formula, charge and spin, kJ/mol: 1004.52
Max |F|, eV Å⁻¹: 2.67
Kohn-Sham gap, Ha: 0.347

=====

Record 16
Formula: H2NO4P
Source: OMol25
Level of theory: ωB97M-V/def2-TZVPD

CARTESIAN COORDINATES (ANGSTROEM)
P (-0.0427, 0.1578, -0.1204)
O (0.2391, -0.9258, -1.3520)
O (0.2752, -0.7425, 1.1965)
O (1.0103, 1.1333, -0.2740)
O (-1.6552, 1.1662, 1.4013)
N (-1.4160, 1.2251, 0.2580)
H (1.0420, -1.3140, 1.1406)
H (0.5472, -0.7001, -2.2500)

## Properties
Molecular weight, g/mol: 110.99
Highest occupied orbital energy (alpha / beta), eV: -9.98 / -9.98
SMILES: O=NP(=O)(O)O
Multiplicity: 1
Energy above the lowest of the compared OMol25 structures with the same formula, charge and spin, kJ/mol: 114.49
Max |F|, eV Å⁻¹: 5.98
Kohn-Sham gap (alpha / beta), Ha: 0.319 / 0.319